## P
Formula: C5H15NO
Source: OMol25
Level of theory: ωB97M-V/def2-TZVPD

Atoms and positions in Å:
O -6.2326 1.7866 0.6344
N 0.9654 -0.9140 0.0176
C -0.4398 -0.8275 -0.2409
C -1.0577 0.6492 -0.2154
C 1.2614 -0.9322 1.4853
C 1.8232 0.0821 -0.5793
C 3.2158 -0.4319 -0.9146
H 3.8673 -0.3572 -0.0279
H -0.7982 1.0465 0.7638
H 3.2643 -1.4078 -1.3814
H -0.6362 -1.1688 -1.2698
H -6.3526 2.0113 -0.2879
H -1.1008 -1.3786 0.4307
H 0.5206 -0.2707 1.9670
H 1.1278 -1.9188 1.9373
H -6.2799 0.8348 0.6318
H 1.4483 0.4493 -1.5459
H 1.8765 1.0095 0.0291
H -2.0498 0.7413 -0.6144
H -0.3942 1.1476 -0.9280
H 2.2332 -0.4800 1.6227
H 3.7378 0.3292 -1.5142

Results
- highest occupied orbital energy (eV) = -8.2287
- frontier orbital gap (hartree) = 0.3326
- multiplicity = 1
- SMILES = CCN(C)CC.O

---

## Q
Formula: C5H15NO
Source: OMol25
Level of theory: ωB97M-V/def2-TZVPD

Atoms and positions in Å:
O -2.5441 1.9635 -1.4740
N 1.7611 -1.0312 0.4174
C -1.7236 3.0910 -1.7065
C 0.4447 -2.5582 1.8136
C 2.9115 -0.8570 -0.4654
C 1.6972 -2.3820 0.9689
C -3.1939 2.0722 -0.2232
H 3.8306 -0.9320 0.1398
H -3.8443 2.9619 -0.1791
H 0.9006 -0.8578 -0.1177
H -3.8184 1.1729 -0.0901
H -2.3112 4.0243 -1.7258
H -0.9370 3.1864 -0.9392
H -2.4701 2.1240 0.6076
H 2.5959 -2.5187 1.6006
H 0.4344 -1.8200 2.6331
H 2.9586 -1.6089 -1.2711
H -1.2416 2.9583 -2.6897
H 2.8720 0.1461 -0.9222
H 1.7238 -3.1528 0.1747
H 0.4119 -3.5701 2.2512
H -0.4581 -2.4120 1.1971

Results
- highest occupied orbital energy (eV) = -8.8402
- frontier orbital gap (hartree) = 0.3569
- multiplicity = 1
- SMILES = CCNC.COC

---

## R
Formula: C5H15NO
Source: OMol25
Level of theory: ωB97M-V/def2-TZVPD

Atoms and positions in Å:
O 1.0297 -0.6586 -0.8982
N 1.4512 -0.0008 1.4969
C 0.1262 -1.5565 -1.4791
C -0.3846 1.7646 -0.4378
C -1.5351 1.3637 0.4753
C -0.4616 -2.5486 -0.4792
C 1.6451 1.2509 1.2649
H 0.6398 -2.1036 -2.2814
H 1.4614 2.0261 2.0036
H -1.9919 0.4331 0.1342
H 2.2088 1.5074 0.3825
H -1.2049 -3.1921 -0.9551
H 0.3330 -3.1706 -0.0628
H -2.3167 2.1248 0.5115
H -0.9347 -2.0144 0.3482
H 1.2042 -0.6077 0.3455
H 1.0138 -0.2436 2.3785
H -1.1865 1.1829 1.4964
H 0.3152 0.8124 -0.6648
H -0.7439 1.9005 -1.4639
H 0.0306 2.7335 -0.1544
H -0.6989 -1.0032 -1.9608

Results
- highest occupied orbital energy (eV) = -8.3886
- frontier orbital gap (hartree) = 0.3209
- multiplicity = 1

---

## S
Formula: C5H15NO
Source: OMol25
Level of theory: ωB97M-V/def2-TZVPD

Atoms and positions in Å:
O -2.4718 -3.5264 -1.8154
N -0.2394 1.2747 0.8488
C 0.1173 2.3969 -0.0339
C 1.2786 -1.6782 -0.8688
C -0.1790 1.7462 2.2218
C 0.2697 -0.5482 -0.7473
C 0.5849 0.0776 0.6139
H 0.4294 -0.6594 1.4252
H -0.0301 2.1845 -1.1062
H -0.7640 2.6716 2.3563
H -0.4844 3.2811 0.2356
H -0.7505 -0.9682 -0.6566
H 1.6353 0.4227 0.6696
H 0.8668 1.9462 2.5095
H -0.5866 0.9717 2.8931
H 1.1819 2.6308 0.1353
H 1.1053 -2.4868 -0.1390
H 2.2899 -1.2687 -0.7067
H 1.2306 -2.1049 -1.8847
H 0.2620 0.1770 -1.5837
H -2.8598 -3.9021 -2.6379
H -2.8861 -2.6380 -1.7290

Results
- highest occupied orbital energy (eV) = -8.3322
- frontier orbital gap (hartree) = 0.3387
- multiplicity = 1
- SMILES = CCCN(C)C.O

---

Name the least stable of them. R.

---

## P
Formula: C5H15NO
Source: OMol25
Level of theory: ωB97M-V/def2-TZVPD

Atoms and positions in Å:
O 1.0234 2.9412 0.0709
N 0.1356 -0.1647 1.3259
C -1.0091 -1.3848 -0.5240
C -1.0593 0.8570 -1.6478
C 1.2826 -0.1151 2.2500
C -0.9464 -0.6532 -1.8392
C 0.2646 -1.2121 0.3208
H -0.7367 -0.2660 1.8295
H 1.5363 0.9385 2.3305
H -0.0618 -0.9000 -2.4332
H 1.0768 -0.9008 -0.3330
H 1.9347 2.8670 0.3930
H -1.7288 -0.9885 -2.5342
H 2.1470 -0.4812 1.7047
H -2.0046 1.2517 -1.2776
H -0.4633 1.1001 -0.7640
H -1.8527 -1.0459 0.0554
H 1.0976 -0.6049 3.1979
H 0.7109 2.0356 0.2194
H -0.5686 1.3623 -2.4739
H 0.4664 -2.1904 0.7745
H -1.2446 -2.4459 -0.6458

Results
- highest occupied orbital energy (eV) = -8.9812
- frontier orbital gap (hartree) = 0.3652
- multiplicity = 1
- SMILES = CCCCNC.O

---

## Q
Formula: C5H15NO
Source: OMol25
Level of theory: ωB97M-V/def2-TZVPD

Atoms and positions in Å:
O 2.7736 1.7040 2.6456
N 0.1629 0.6981 -0.1892
C -1.9430 0.5906 1.1377
C -0.4240 0.4068 1.0934
C -0.1341 -0.2375 -1.3026
C 1.1647 -0.5124 -2.0541
C -0.7513 -1.6131 -0.9954
H -2.4270 -0.2050 1.7161
H 1.1729 0.7064 -0.1415
H -0.2987 -0.6260 1.4459
H 2.6422 1.1566 1.8798
H -2.2807 1.6088 1.3001
H -1.4655 -1.9619 -1.7169
H -0.0630 1.0503 1.8888
H 1.9372 -0.9869 -1.4516
H -0.0248 -2.4039 -0.8169
H 2.0666 2.3401 2.7576
H -2.4408 0.2474 0.2470
H -1.3472 -1.5416 -0.0820
H -0.8339 0.2706 -1.9678
H 1.5410 0.4322 -2.4631
H 0.9732 -1.1235 -2.9310

Results
- highest occupied orbital energy (eV) = -8.9379
- frontier orbital gap (hartree) = 0.3585
- multiplicity = 1
- SMILES = CCNC(C)C.O

---

Name the least stable of them. Q.

---

## P
Formula: C5H12N
Source: OMol25
Level of theory: ωB97M-V/def2-TZVPD

Atoms and positions in Å:
N -0.7779 -0.3372 1.6815
C 1.0687 0.7168 -0.5254
C 0.8489 2.1861 -0.6742
C -1.9963 -0.5835 1.4191
C 0.6191 -1.6991 -1.0510
C 0.2964 -0.2351 -1.0457
H -2.4215 -0.1711 0.5108
H -0.1771 -0.0622 0.8236
H 0.0033 2.3955 -1.3258
H -0.2670 -2.3079 -0.8800
H 0.6835 2.6689 0.2892
H 1.3672 -1.9408 -0.2926
H 1.9485 0.4057 0.0409
H -2.6107 -1.1622 2.0966
H 1.0245 -1.9901 -2.0151
H -0.5947 0.0735 -1.5868
H -0.3871 -0.7424 2.5240
H 1.7319 2.6328 -1.1170

Results
- charge = +1
- highest occupied orbital energy (eV) = -13.7475
- frontier orbital gap (hartree) = 0.3126
- multiplicity = 1

---

## Q
Formula: C5H12N
Source: OMol25
Level of theory: ωB97M-V/def2-TZVPD

Atoms and positions in Å:
N 0.5120 3.5645 -2.5062
C 0.1701 -1.8686 1.3144
C 0.7312 -0.4741 1.5011
C -1.2146 -1.5988 0.8316
C -0.3406 0.1365 -0.4464
C -1.0474 -0.9428 -0.5063
H -1.1322 -1.4875 -1.4501
H 0.7380 -2.4282 0.5738
H -1.9470 -2.3949 0.8948
H 1.8175 -0.4392 1.5125
H 1.3393 3.5946 -3.0876
H -1.5476 -0.8115 1.5123
H 0.3579 2.6657 -2.0994
H 0.2591 0.0460 2.3294
H 0.3323 0.4641 -1.2359
H 0.4147 4.3191 -1.8652
H 0.4052 0.0988 0.4858
H 0.1521 -2.4436 2.2414

Results
- charge = +1
- highest occupied orbital energy (eV) = -12.4284
- frontier orbital gap (hartree) = 0.2063
- multiplicity = 1

---

Name the least stable of them. Q.